# 1
119
Properties=species:S:1:pos:R:3 method="wB97M-V/def2-TZVPD" homo_lumo_gap_ev=6.265 total_energy_ev=-251824.96611 lumo_ev=-6.7 de_lowest_kj_mol=0.0 charge=+2
Tc 0.2533 -0.0371 1.5516
C -0.0146 -0.2345 5.5583
As -0.8586 0.1578 3.8274
C -2.5520 -0.7718 4.1556
C -1.2007 2.0132 4.2650
C -2.0519 2.3924 5.2947
C -2.1863 3.7331 5.6215
C -1.4520 4.6891 4.9366
C -0.5784 4.3101 3.9294
C -0.4517 2.9683 3.5898
As 0.8420 2.3063 2.3079
C 2.4679 2.4638 3.3983
C 1.0946 3.8062 1.0856
H -0.7800 -0.0060 6.3109
H 0.8410 0.4215 5.7291
H 0.2888 -1.2767 5.6560
H -3.3317 -0.0413 4.3820
H -2.4353 -1.4606 4.9955
H -2.8425 -1.3341 3.2678
H -2.6120 1.6384 5.8389
H -2.8515 4.0329 6.4144
H -1.5449 5.7327 5.1951
H 0.0090 5.0650 3.4168
H 2.4401 3.4121 3.9433
H 3.3611 2.4401 2.7739
H 2.5112 1.6455 4.1177
H 1.1622 4.7192 1.6868
H 0.2503 3.8792 0.3973
H 2.0213 3.6972 0.5248
S -3.3246 3.8397 -0.8808
Sb -4.8671 4.4607 0.6301
S -3.4078 1.2914 1.8475
S -1.6419 1.2604 0.8921
S -3.9257 3.1220 2.5827
Cl 1.8115 -1.3275 0.4552
C 2.4098 -0.1426 1.5175
H 2.9047 0.6496 0.9509
H 3.0630 -0.5633 2.2751
C -2.2733 -4.1423 2.5305
Si -0.9941 -3.2374 1.4420
C -0.0242 -4.4930 0.4006
C -1.9677 -2.0835 0.2763
C 0.1400 -2.1908 2.6261
Si 1.6824 -3.1108 3.3617
C 0.8638 -4.3420 4.5663
C 2.8214 -4.0844 2.1843
C 2.7348 -1.8970 4.4148
H -2.5850 -5.0548 2.0354
H -3.1655 -3.5428 2.6810
H -1.8893 -4.4177 3.5057
H -0.6922 -4.9292 -0.3358
H 0.3368 -5.3076 1.0180
H 0.8216 -4.0749 -0.1325
H -2.5416 -2.6641 -0.4398
H -1.3083 -1.4394 -0.2987
H -2.6768 -1.4579 0.8142
H -0.4834 -2.0514 3.5174
H 0.3303 -5.1173 4.0278
H 0.1646 -3.8664 5.2501
H 1.6293 -4.8327 5.1595
H 2.4302 -5.0822 2.0151
H 3.7953 -4.2065 2.6482
H 2.9810 -3.6336 1.2127
H 2.3736 -0.8718 4.3726
H 3.7771 -1.9048 4.1116
H 2.7213 -2.2090 5.4538
O 0.1361 0.3582 -1.0484
P 0.0720 0.6889 -2.5202
C -1.6503 1.3642 -2.8281
C -2.7598 0.4439 -2.3370
C -3.1056 -0.6235 -3.3619
C -3.5697 0.0305 -4.6562
C -2.4650 0.9244 -5.2122
C -2.0003 1.9574 -4.1882
C 0.9657 -0.6950 -3.4561
C 0.8134 -0.8404 -4.9774
C -0.1081 -1.9617 -5.4627
C 0.1874 -3.2801 -4.7570
C -0.0071 -3.0923 -3.2588
C 0.9577 -2.0419 -2.7221
C 1.1549 2.1938 -2.7756
C 1.5871 2.5623 -4.2064
C 3.0927 2.3948 -4.4160
C 3.8824 3.2909 -3.4583
C 3.2731 3.2909 -2.0476
C 2.3751 2.0718 -1.8611
H -1.5919 2.2034 -2.1172
H -3.6439 1.0547 -2.1304
H -2.4612 -0.0196 -1.3964
H -3.8834 -1.2839 -2.9735
H -2.2148 -1.2214 -3.5554
H -4.4646 0.6238 -4.4642
H -3.8342 -0.7299 -5.3931
H -2.8287 1.4481 -6.0987
H -1.6267 0.3042 -5.5185
H -2.8187 2.6615 -4.0106
H -1.1609 2.5272 -4.5914
H 1.9711 -0.2793 -3.2980
H 1.8116 -1.0419 -5.3770
H 0.4816 0.1000 -5.4176
H 0.0279 -2.0697 -6.5409
H -1.1562 -1.7110 -5.2914
H 1.2118 -3.6014 -4.9633
H -0.4912 -4.0505 -5.1194
H 0.1778 -4.0292 -2.7294
H -1.0388 -2.7980 -3.0535
H 1.9701 -2.4530 -2.7816
H 0.7291 -1.8698 -1.6705
H 0.5389 3.0128 -2.3769
H 1.3315 3.6066 -4.3941
H 1.0568 1.9647 -4.9453
H 3.3516 2.6560 -5.4431
H 3.3797 1.3492 -4.2835
H 3.8965 4.3084 -3.8447
H 4.9157 2.9449 -3.4196
H 2.6729 4.1937 -1.9003
H 4.0658 3.2980 -1.2964
H 2.0284 1.9869 -0.8260
H 2.9454 1.1678 -2.0855

***

# 2
116
Properties=species:S:1:pos:R:3 method="wB97M-V/def2-TZVPD" homo_lumo_gap_ev=8.531 total_energy_ev=-215149.92411 lumo_ev=-4.8 de_lowest_kj_mol=29.2 charge=+2
Sc 0.1388 -1.1434 -1.4461
C 2.0057 1.8261 -0.9235
C 2.0431 0.9868 0.3502
N 1.4353 -0.3689 0.1827
C 0.9459 -0.9755 1.4548
C -0.5741 -0.9753 1.4935
N -1.1188 -1.7132 0.3160
C -2.6061 -1.5763 0.2274
C -3.0568 -0.2792 -0.4436
C -2.9843 -0.3101 -1.9667
N -1.5965 -0.1587 -2.5106
C -1.1553 1.2600 -2.5929
C 0.1541 1.3211 -3.3633
N 1.1660 0.3728 -2.8021
C 2.3495 1.0829 -2.2113
H 2.7201 2.6397 -0.7952
H 1.0250 2.2994 -1.0184
H 1.4969 1.5167 1.1296
H 3.0726 0.8592 0.6879
H 2.1947 -0.9708 -0.1430
H 1.3169 -0.4251 2.3184
H 1.3169 -1.9993 1.5299
H -0.9328 0.0533 1.4512
H -0.9201 -1.4240 2.4247
H -0.9324 -2.7017 0.4793
H -3.0237 -1.6388 1.2330
H -2.9800 -2.4318 -0.3348
H -2.4950 0.5731 -0.0505
H -4.0967 -0.1027 -0.1647
H -3.6148 0.4734 -2.3875
H -3.3687 -1.2640 -2.3278
H -1.6419 -0.4968 -3.4695
H -1.0417 1.6571 -1.5827
H -1.8994 1.8695 -3.1086
H 0.5383 2.3398 -3.3476
H -0.0278 1.0650 -4.4073
H 1.5334 -0.1795 -3.5712
H 2.7297 1.7887 -2.9493
H 3.1338 0.3424 -2.0440
C 2.7113 -8.8103 -2.1906
C 1.3804 -8.1342 -2.5190
C 0.2878 -8.7303 -1.6185
C 1.0411 -8.4040 -3.9913
C 1.4370 -6.6229 -2.2807
C 0.3314 -5.8299 -2.5906
C 0.4182 -4.4853 -2.3430
Br -1.1038 -3.3693 -2.7594
C 1.5218 -3.8221 -1.8024
O 1.4168 -2.4732 -1.6307
C 2.6329 -4.6012 -1.4872
C 2.5401 -5.9773 -1.7450
C 3.9812 -4.1004 -0.9324
C 4.3772 -4.9476 0.2882
C 5.0403 -4.2592 -2.0343
C 4.0022 -2.6350 -0.4785
H 2.6313 -9.8793 -2.3915
H 2.9768 -8.6937 -1.1365
H 3.5264 -8.4183 -2.8052
H 0.2590 -9.8161 -1.7330
H -0.7011 -8.3418 -1.8740
H 0.4842 -8.5042 -0.5678
H 1.0630 -9.4779 -4.1870
H 1.7653 -7.9231 -4.6531
H 0.0440 -8.0430 -4.2544
H -0.5713 -6.2505 -3.0154
H 3.4091 -6.5764 -1.5112
H 4.6509 -5.9668 0.0160
H 3.5633 -4.9973 1.0159
H 5.2464 -4.5025 0.7777
H 5.1147 -5.2945 -2.3698
H 6.0206 -3.9557 -1.6589
H 4.7977 -3.6403 -2.9026
H 3.3404 -2.4890 0.3838
H 3.7342 -1.9567 -1.2891
H 5.0137 -2.3847 -0.1547
C -1.1077 3.6834 4.7250
C -2.3300 4.0347 3.8633
C -3.1742 2.7546 3.7470
C -3.1625 5.0972 4.6142
Si -1.7920 4.7449 2.1713
Br -1.0963 2.8505 1.0096
C -0.2144 5.8228 2.1965
C 0.0196 6.4947 0.8351
C 1.0584 5.0280 2.5218
C -0.3887 6.9308 3.2580
C -3.2166 5.4177 1.0859
C -3.5197 6.8743 1.4999
C -4.4934 4.5862 1.2770
C -2.8954 5.3949 -0.4168
H -1.4575 3.2576 5.6715
H -0.5005 4.5540 4.9704
H -0.4686 2.9373 4.2437
H -3.3862 2.3916 4.7582
H -2.6443 1.9609 3.2161
H -4.1302 2.9168 3.2550
H -3.4332 4.7105 5.6022
H -4.0924 5.3384 4.0977
H -2.6123 6.0272 4.7700
H 0.1466 5.7602 0.0350
H 0.9389 7.0873 0.8909
H -0.7834 7.1760 0.5566
H 1.2785 4.2912 1.7460
H 1.0167 4.5140 3.4795
H 1.9006 5.7271 2.5607
H -1.2703 7.5484 3.0744
H 0.4828 7.5931 3.2359
H -0.4619 6.5300 4.2695
H -3.7407 6.9701 2.5656
H -4.3988 7.2300 0.9526
H -2.6980 7.5518 1.2650
H -4.8972 4.6630 2.2854
H -4.3318 3.5297 1.0460
H -5.2618 4.9619 0.5928
H -2.0061 5.9648 -0.6771
H -3.7400 5.8393 -0.9554
H -2.7701 4.3748 -0.7865